[1]
81
Properties=species:S:1:pos:R:3 method="wB97M-V/def2-TZVPD" homo_lumo_gap_ev=7.51 lumo_ev=-2.95 relative_energy_kcal_mol=0.0 charge=+1 e_tot_ev=-76876.56955
Ca -0.67022 -0.31589 -0.66273
C -3.76350 1.60657 -1.09059
C -2.73047 2.25627 -1.95489
C -2.96425 3.50655 -2.52420
C -1.98214 4.07953 -3.30780
C -0.79735 3.39077 -3.50367
C -0.63049 2.14395 -2.90187
N -1.58586 1.59775 -2.14184
C 0.62286 1.36872 -3.08952
C 1.74152 1.93493 -3.69675
C 2.88456 1.16799 -3.82165
C 2.87721 -0.13435 -3.36054
C 1.71436 -0.63505 -2.77304
N 0.62633 0.11951 -2.63119
C 1.64457 -2.03030 -2.26910
C 2.65047 -2.94404 -2.57097
C 2.54923 -4.23934 -2.08957
C 1.45172 -4.58280 -1.33047
C 0.47859 -3.61812 -1.06732
C -0.73294 -3.99121 -0.27440
N 0.58229 -2.37242 -1.53046
H -4.71289 2.13509 -1.14729
H -3.42213 1.60459 -0.05450
H -3.91403 0.57295 -1.39882
H -3.90608 4.00750 -2.35432
H -2.13621 5.04541 -3.76881
H -0.03154 3.81878 -4.12907
H 1.74409 2.95496 -4.04180
H 3.77621 1.58502 -4.26778
H 3.77001 -0.73039 -3.44063
H 3.49722 -2.67182 -3.17909
H 3.31782 -4.96607 -2.31247
H 1.33391 -5.58152 -0.93619
H -0.50899 -4.82889 0.38307
H -1.54740 -4.28682 -0.94032
H -1.04723 -3.15693 0.34612
N 0.18190 3.40328 2.03257
C -0.33885 2.77769 0.97034
N -1.04737 1.69690 1.00954
C -1.25313 1.08243 2.23456
N -1.92472 -0.01895 2.33635
N -2.19336 -0.58674 1.14408
C -3.23495 -1.31609 1.05916
C -3.50497 -1.98313 -0.20098
C -4.57432 -2.86685 -0.31592
C -4.79127 -3.49769 -1.53256
C -3.93533 -3.22613 -2.58698
C -2.89044 -2.33382 -2.37770
N -2.67080 -1.72449 -1.22378
C -0.69765 1.69320 3.44056
C -0.82842 1.12302 4.71101
C -0.23479 1.72019 5.80179
C 0.50318 2.89361 5.64980
C 0.64945 3.47179 4.40681
C 0.04958 2.86732 3.30550
H 0.78892 4.19388 1.88721
H -0.15978 3.24508 0.01116
H -3.91411 -1.46206 1.89853
H -5.21567 -3.05413 0.53360
H -5.61285 -4.18953 -1.65241
H -4.06363 -3.69280 -3.55248
H -2.19143 -2.10403 -3.17426
H -1.39394 0.20812 4.80792
H -0.33556 1.27690 6.78187
H 0.96720 3.35440 6.51101
H 1.22403 4.37941 4.28020
O 2.12090 1.76975 -0.20176
C 2.17282 0.80998 0.56767
N 1.23404 -0.16648 0.63113
C 1.61000 -1.10334 1.55618
O 0.96640 -2.10156 1.82905
C 2.91547 -0.68570 2.16096
C 3.70820 -1.25815 3.13372
C 4.88950 -0.59812 3.46000
C 5.25372 0.58514 2.82810
C 4.44780 1.15641 1.84633
C 3.27528 0.50018 1.53333
H 3.42047 -2.17976 3.61999
H 5.54186 -1.01187 4.21716
H 6.18225 1.06595 3.10682
H 4.72509 2.07594 1.34930

***

[2]
97
Properties=species:S:1:pos:R:3 method="wB97M-V/def2-TZVPD" homo_lumo_gap_ev="4.68 / 5.65" lumo_ev="-10.42 / -9.45" relative_energy_kcal_mol=19.5 charge=+3 e_tot_ev=-204941.05066
Sn -0.00621 -0.49896 0.90887
F 5.55084 5.15051 -1.91882
C 4.54601 4.75190 -1.17408
C 3.96918 5.62127 -0.26104
F 4.43359 6.84497 -0.12584
C 2.90370 5.18715 0.50874
F 2.38423 6.04294 1.38351
C 2.39894 3.89753 0.39218
P 1.06298 3.37884 1.48889
C -0.27936 4.47494 1.34475
C -0.57163 5.00195 0.06580
C -1.65429 5.83550 -0.08971
C -2.45676 6.14341 1.01130
C -2.17734 5.62267 2.27293
C -1.11752 4.76057 2.44080
C 1.72095 3.20436 3.13327
C 1.69029 4.24071 4.06945
C 2.34609 4.07612 5.27839
C 3.01935 2.89330 5.55577
C 3.04780 1.86191 4.62406
C 2.39830 2.01282 3.41202
C 3.00223 3.03897 -0.51995
Br 2.42839 1.24939 -0.74394
C 4.06172 3.45540 -1.29768
F 4.63525 2.64415 -2.17385
H 0.06269 4.76481 -0.77997
H -1.88742 6.24904 -1.06122
H -3.31977 6.78279 0.87874
H -2.80589 5.87678 3.11508
H -0.93005 4.31313 3.40792
H 1.19133 5.17622 3.85212
H 2.34131 4.88094 6.00094
H 3.53312 2.77832 6.50119
H 3.58327 0.94713 4.84162
H 2.42488 1.21315 2.68001
F -3.45171 0.33875 -1.43523
C -2.99024 1.29983 -0.64025
F -3.78878 2.33171 -0.68843
F -1.76716 1.65498 -1.07483
S -2.77136 0.60593 1.08600
O -1.57624 1.29558 1.59290
O -2.39819 -0.79263 0.79432
N -4.07698 0.72441 1.86490
S -4.38253 2.16561 2.60002
O -5.76714 2.30585 2.85661
O -3.64258 3.21762 1.96510
C -3.54834 1.91615 4.27336
F -2.61359 2.84632 4.42810
F -2.94779 0.71550 4.35041
F -4.43636 2.00857 5.23205
N -2.69563 -1.83266 -6.31878
C -3.43842 -2.63832 -7.17209
C -3.84326 -2.51112 -8.46212
C -4.57092 -3.60540 -8.98554
C -4.84372 -4.79127 -8.24435
C -4.42253 -4.92218 -6.96042
C -3.68247 -3.82714 -6.39728
N -3.12573 -3.73295 -5.19773
C -2.54286 -2.51182 -5.16759
C -1.83122 -2.01428 -3.98903
C -1.85412 -2.78020 -2.82728
C -1.19991 -2.29648 -1.70881
N -0.54049 -1.13420 -1.69618
C -0.50828 -0.41284 -2.81752
C -1.13788 -0.80843 -3.98355
H -2.37684 -0.89819 -6.51989
H -3.62046 -1.64618 -9.07236
H -4.94292 -3.53152 -9.99990
H -5.40589 -5.58526 -8.71586
H -4.64292 -5.79550 -6.36210
H -2.38180 -3.72316 -2.80368
H -1.21876 -2.85718 -0.78282
H 0.04033 0.51955 -2.78142
H -1.07128 -0.17029 -4.85519
C 0.62791 -1.18907 4.28739
O -0.28074 -0.77521 3.23854
H 0.21597 -2.04165 4.82130
H 0.80204 -0.36087 4.97112
H 1.55539 -1.48178 3.80419
H -1.14307 -0.55568 3.61790
C 2.34513 -7.66630 0.37979
C 2.97004 -6.39306 0.84196
C 4.25206 -6.26396 1.29309
C 4.69508 -4.99906 1.70265
N 3.90578 -3.92074 1.64796
C 2.67187 -4.04848 1.20015
S 1.60707 -2.69702 1.10853
N 2.21143 -5.27082 0.81007
C 6.07692 -4.78807 2.21831
H 3.03342 -8.49673 0.50662
H 2.07922 -7.59639 -0.67680
H 1.43661 -7.87848 0.94630
H 4.90141 -7.12534 1.33920
H 1.24943 -5.32654 0.50331
H 6.61877 -5.72234 2.33763
H 6.03369 -4.25986 3.17069
H 6.62137 -4.14435 1.52433

***

[3]
89
Properties=species:S:1:pos:R:3 method="wB97M-V/def2-TZVPD" homo_lumo_gap_ev="6.26 / 5.41" lumo_ev="3.94 / 3.10" multiplicity=2 s_squared=0.80 relative_energy_kcal_mol=24.2 charge=-2 e_tot_ev=-127800.71036
Sc -2.41318 0.41390 -0.79838
C 1.98980 2.47596 -1.23419
C 0.54302 2.17018 -1.52684
N -0.29738 1.94372 -0.57952
N 0.19367 1.89080 0.72275
C 0.09932 2.95096 1.45358
S -0.39840 4.52053 1.07921
S 0.56301 2.55360 3.18757
C 2.38262 2.65039 3.08484
C 2.93781 4.04619 3.06423
C 3.17028 4.72768 4.25596
C 3.67091 6.01971 4.25211
C 3.94413 6.65488 3.04827
C 3.70861 5.98866 1.85621
C 3.21001 4.69473 1.86493
C 0.13360 2.17490 -2.94538
C 0.98011 2.74749 -3.90188
C 0.65879 2.80106 -5.24575
C -0.55190 2.26736 -5.67416
C -1.41475 1.69709 -4.76520
C -1.10190 1.63338 -3.39191
O -1.94141 1.06007 -2.58268
H 2.15936 3.55413 -1.26997
H 2.64661 2.00116 -1.96346
H 2.23778 2.11637 -0.24011
H 2.70542 2.07550 2.21730
H 2.74133 2.13151 3.97572
H 2.94106 4.23812 5.19638
H 3.84208 6.53574 5.18986
H 4.32580 7.66901 3.04103
H 3.89330 6.48396 0.91093
H 2.99793 4.18939 0.93426
H 1.91840 3.18190 -3.58484
H 1.34437 3.25634 -5.94963
H -0.82382 2.30240 -6.72350
H -2.36792 1.28314 -5.06954
C -2.39354 -1.11932 5.66329
C -2.53507 -0.67363 4.23580
C -2.20855 0.61303 3.84157
C -2.33362 0.96884 2.50661
N -2.74638 0.11717 1.57471
C -3.08024 -1.12136 1.94686
C -2.99844 -1.55000 3.25586
H -1.95114 -0.33546 6.27682
H -1.75911 -2.00503 5.72760
H -3.36554 -1.37950 6.08761
H -1.83635 1.34129 4.55028
H -2.09970 1.97318 2.17014
H -3.40714 -1.77805 1.14976
H -3.27111 -2.56806 3.50579
F -3.40705 2.23280 -0.19539
P -5.10817 2.27800 -0.46026
F -4.79731 1.58742 -1.88684
F -5.27598 2.94040 0.98903
F -4.93651 3.72473 -1.11289
F -5.18946 0.81270 0.21132
F -6.68672 2.27601 -0.72856
F -3.54019 -0.99869 -1.30090
C -1.63474 -2.13791 -3.55685
C -0.30914 -2.55193 -3.49865
C 0.05780 -3.91727 -3.65768
C 1.36749 -4.31665 -3.58786
C 2.37792 -3.36883 -3.35563
C 2.04148 -2.01473 -3.18066
C 0.73286 -1.61543 -3.24667
C 3.73673 -3.78410 -3.30942
N 4.83949 -4.12027 -3.29090
H -2.43119 -2.85630 -3.69479
H -1.90086 -1.10049 -3.40955
H -0.72201 -4.65022 -3.82862
H 1.63376 -5.35930 -3.70291
H 2.82229 -1.29234 -2.98195
H 0.47154 -0.57697 -3.08836
F 0.68612 -8.43611 1.02302
C 1.57145 -7.44385 1.25735
F 1.94794 -7.56885 2.55169
F 2.67344 -7.75181 0.53097
C 1.02878 -6.09336 0.94674
C -0.07343 -5.94519 0.11431
C -0.54331 -4.68274 -0.19073
C 0.07613 -3.53598 0.32553
C 1.18914 -3.70633 1.16571
C 1.66041 -4.96692 1.46955
C -0.41674 -2.24287 0.00780
C -0.80338 -1.11692 -0.27308
H -0.56594 -6.81968 -0.29062
H -1.40445 -4.55648 -0.83274
H 1.67065 -2.82588 1.56909
H 2.51866 -5.08265 2.11949